The following is a DFT calculation (ωB97M-V/def2-TZVPD) of one molecule with the formula C3H4N4 at a distorted geometry.

```
11
Properties=species:S:1:pos:R:3:lowdin_charge:R:1
N -0.74035 0.96367 1.66675 0.0636
C -0.46178 0.28670 0.46684 -0.3840
C 0.13695 -1.02369 0.36584 -0.1037
N 0.86482 -1.25475 -0.67471 -0.0564
C 1.15162 -1.02806 -1.86169 0.0201
N -0.62832 0.88066 -1.88046 0.2046
N -0.67323 0.79267 -0.73465 -0.0494
H -0.11998 1.74357 1.85555 0.0780
H -1.70550 1.25412 1.76609 0.0772
H -0.03987 -1.80175 1.10034 0.1137
H 2.20949 -0.81980 -2.07412 0.0363
```

HOMO-LUMO gap, eV: 8.00
Charge: 0
Calculated total energy, eV: -9131.62446
Energy above the lowest of the compared OMol25 structures with the same formula, charge and spin, kJ/mol: 504.9

The following is a DFT calculation (ωB97M-V/def2-TZVPD) of C51H38CaN5O5P2S3 as an isolated structure at a distorted geometry.

```
105
Properties=species:S:1:pos:R:3:lowdin_charge:R:1
Ca 0.29863 -0.07829 -0.15862 1.1252
O -1.34305 2.44054 2.32689 -0.0407
C -0.18158 1.98769 2.23716 -0.7065
O 0.03697 0.84698 1.70798 -0.3544
C 1.09259 2.76349 2.69985 -0.2695
P 2.42968 1.55066 2.98640 1.0791
C 2.22669 1.30068 4.79516 -0.3691
C 2.24770 2.25087 5.81838 -0.1000
C 2.22355 1.87993 7.17046 -0.1061
C 2.13288 0.54352 7.53091 -0.1189
C 1.97154 -0.41450 6.54004 -0.0810
C 1.87323 -0.01159 5.17882 -0.0744
C 3.96816 2.61935 2.88934 -0.3607
C 5.17528 1.94927 3.09745 -0.1005
C 6.40400 2.56702 2.81018 -0.0963
C 6.43207 3.86896 2.36759 -0.1190
C 5.22549 4.53914 2.18496 -0.1067
C 3.99000 3.95806 2.47738 -0.1032
H 0.82553 3.36135 3.61053 0.0926
H 1.39403 3.44224 1.84576 0.0887
H 2.29676 3.30494 5.49080 0.1063
H 2.23928 2.72576 7.86591 0.0973
H 2.26175 0.24471 8.56570 0.0946
H 1.96618 -1.48073 6.81297 0.1054
H 1.57100 -0.72326 4.41962 0.0869
H 5.11115 0.95123 3.52807 0.1058
H 7.31566 1.96401 2.91603 0.1054
H 7.36002 4.37590 2.13023 0.0946
H 5.18988 5.57504 1.80677 0.1008
H 3.08757 4.51702 2.42373 0.0733
O 3.14862 4.93819 -4.75418 0.0556
N 1.93468 5.15796 -4.56957 -0.3070
O 1.23555 5.89383 -5.28296 0.0529
C 1.25342 4.41330 -3.56041 -0.0916
C -0.04427 4.72852 -3.38954 0.0795
C -0.82838 3.88153 -2.54798 -0.1155
C -2.16316 4.13118 -2.21546 -0.0054
C -2.78062 3.26277 -1.37714 -0.0457
C -2.12795 2.14916 -0.87150 -0.0858
N -0.87397 1.86447 -1.20687 0.0657
C -0.20549 2.71894 -2.00626 -0.1191
C 1.20961 2.48887 -2.08823 -0.1650
N 1.74135 1.51548 -1.32061 0.0473
C 3.05808 1.46360 -1.16202 -0.1133
C 3.89534 2.35265 -1.77055 -0.0060
C 3.33342 3.33283 -2.59763 0.0297
C 1.95434 3.35540 -2.84875 -0.0691
H -0.43408 5.63034 -3.82194 0.1300
H -2.63201 5.05856 -2.57450 0.1312
H -3.80081 3.49693 -1.03728 0.1210
H -2.60984 1.51690 -0.12995 0.1225
H 3.44325 0.66939 -0.58035 0.0926
H 4.97364 2.28643 -1.58196 0.1250
H 4.00016 4.06030 -3.07332 0.1113
S 3.42134 -4.28169 -0.22009 0.3055
C 2.67685 -2.78965 -0.22207 -1.9853
S 2.30603 -1.91232 1.19133 0.3009
S 2.18503 -2.05639 -1.64886 0.2827
O -1.43526 -1.47310 -0.61413 -0.4713
P -2.07858 -2.24046 -1.75974 0.8068
C -2.17633 -1.27534 -3.27765 -0.2628
C -0.98662 -1.00482 -3.99938 -0.0736
C -1.06122 -0.34743 -5.20307 -0.0893
C -2.27042 0.04573 -5.77574 -0.0857
C -3.43382 -0.09139 -5.01493 -0.0898
C -3.40204 -0.66844 -3.71767 -0.0561
C -1.20201 -3.70650 -2.27730 -0.2777
C -1.29087 -4.21214 -3.59076 -0.0846
C -0.63294 -5.40212 -3.95128 -0.0739
C 0.07442 -6.13090 -2.99600 -0.0590
C 0.20859 -5.60467 -1.71126 -0.0751
C -0.42728 -4.43766 -1.35635 -0.0745
C -3.82657 -2.64968 -1.54671 -0.2690
C -4.54694 -3.43278 -2.50847 -0.0565
C -5.92730 -3.65970 -2.33435 -0.0742
C -6.60778 -3.08310 -1.25353 -0.0993
C -5.93134 -2.39522 -0.26151 -0.0762
C -4.54819 -2.15694 -0.44798 -0.0653
H -0.02375 -1.31606 -3.59905 0.0897
H -0.15573 -0.21165 -5.76317 0.1029
H -2.28306 0.49472 -6.77915 0.1065
H -4.43443 0.25366 -5.36367 0.1072
H -4.34963 -0.69975 -3.15393 0.1081
H -1.85687 -3.67513 -4.33661 0.0939
H -0.72010 -5.71089 -4.96405 0.0857
H 0.50701 -7.10893 -3.24643 0.1101
H 0.83275 -6.10202 -0.98862 0.0936
H -0.41861 -4.14596 -0.30199 0.1134
H -4.11575 -3.88824 -3.38024 0.0957
H -6.44090 -4.17104 -3.11566 0.0903
H -7.69503 -3.19070 -1.20206 0.1028
H -6.46251 -1.98017 0.60141 0.1062
H -3.99992 -1.54543 0.28965 0.1028
N -0.91760 -6.34614 3.84314 0.1438
C -1.09833 -5.19344 3.71430 -0.1885
C -1.41317 -3.83355 3.47105 -0.2165
C -2.59927 -3.24061 3.97057 -0.0245
C -2.91389 -1.92256 3.59833 -0.0514
C -1.95663 -1.18165 2.85283 -0.1012
N -0.77848 -1.71723 2.45715 0.0693
C -0.57999 -3.01462 2.67831 -0.1085
H -3.17204 -3.77239 4.72630 0.1108
H -3.83527 -1.43354 3.90498 0.0945
H -2.08343 -0.12788 2.58064 0.0965
H 0.37435 -3.43955 2.29593 0.0801
```

HOMO-LUMO gap, eV: 2.89
Charge: -1
Calculated total energy, eV: -140717.31337
Energy above the lowest of the compared OMol25 structures with the same formula, charge and spin, kJ/mol: 0.0

The following is a DFT calculation (ωB97M-V/def2-TZVPD) of a 8-piece molecular cluster, C39H73N3O19 overall at a distorted geometry.

```
134
Properties=species:S:1:pos:R:3:lowdin_charge:R:1
C -13.23126 -19.45017 -14.12992 -0.1565
C -13.71623 -20.68860 -14.86949 -0.1278
O -15.07890 -20.50096 -14.75277 0.0576
C -15.41321 -19.23890 -14.64910 -0.4891
O -16.54013 -18.73748 -14.74435 0.1199
O -14.25065 -18.56867 -14.32881 0.0552
H -12.37847 -18.88042 -14.49894 0.1310
H -13.14233 -19.81981 -13.10780 0.1087
H -13.33991 -21.57158 -14.35132 0.1244
H -13.40951 -20.91902 -15.89085 0.1273
C -11.11636 -17.03721 -8.68939 -0.1127
C -12.53476 -16.97678 -8.28305 -0.1221
O -13.26899 -17.41073 -9.45403 0.1197
C -12.47992 -18.27486 -10.02605 -0.6116
O -12.81056 -19.04292 -10.86923 0.1615
O -11.22363 -18.17477 -9.54190 0.0338
H -10.56144 -17.26385 -7.77993 0.1473
H -10.88773 -16.12069 -9.23236 0.1457
H -12.63387 -15.91025 -8.07677 0.1366
H -12.86009 -17.53082 -7.40327 0.1423
C -17.76455 -16.47950 -18.65252 -0.0901
C -18.25324 -17.68306 -17.83138 -0.1059
O -19.12540 -18.31463 -18.76922 0.0699
C -19.62720 -17.31879 -19.48271 -0.7221
O -20.67632 -17.39680 -19.99923 0.1743
O -18.89129 -16.30029 -19.48477 0.1205
H -16.87151 -16.66857 -19.24604 0.1182
H -17.59330 -15.76020 -17.85173 0.1361
H -18.88462 -17.43584 -16.97694 0.1358
H -17.48359 -18.35279 -17.44920 0.1170
C -8.93271 -18.80143 -12.92757 -0.0919
C -8.61002 -18.60900 -11.49246 -0.1798
O -8.04494 -17.37249 -11.39328 0.1079
C -8.55836 -16.59746 -12.31121 -0.5505
O -8.39678 -15.41309 -12.35649 0.1606
O -9.20230 -17.39616 -13.27710 0.0239
H -9.88284 -19.31114 -13.08857 0.1217
H -8.22149 -19.27400 -13.60472 0.1305
H -7.97358 -19.45793 -11.23714 0.1414
H -9.44335 -18.74427 -10.80293 0.1188
C -11.73316 -16.50758 -16.69526 -0.1031
C -12.07531 -15.22083 -17.38325 -0.1037
O -13.47835 -15.43685 -17.72130 0.0537
C -13.75418 -16.79811 -17.76383 -0.5322
O -14.73726 -17.32541 -18.22637 0.1457
O -12.75268 -17.43579 -17.18254 0.0441
H -11.75739 -16.39042 -15.61219 0.1321
H -10.73756 -16.79020 -17.03558 0.1102
H -11.44212 -15.16456 -18.26902 0.1166
H -11.81677 -14.38632 -16.73275 0.1373
C -12.62814 -24.02518 -11.01865 -0.0303
C -13.72219 -25.07340 -10.77876 -0.4627
C -13.90900 -25.31912 -9.25821 -0.1417
C -14.59076 -24.16694 -8.49459 -0.1705
C -15.94434 -23.83064 -9.11673 -0.1605
C -15.85559 -23.65650 -10.58948 -0.4909
N -15.05184 -24.64038 -11.30859 -0.0957
O -15.06191 -24.44478 -12.70472 -0.0107
C -17.33480 -23.55774 -11.07332 -0.0419
C -15.30954 -22.17399 -10.84980 -0.0185
C -13.35457 -26.42484 -11.46849 -0.0234
H -12.68062 -23.49031 -11.96814 0.0691
H -11.61913 -24.42923 -10.93768 0.0875
H -12.73843 -23.17953 -10.33845 0.0655
H -14.36605 -26.27398 -8.99283 0.1169
H -12.95468 -25.54094 -8.77664 0.1159
H -13.79674 -23.42825 -8.38486 0.1022
H -14.85593 -24.53582 -7.50290 0.1087
H -16.38523 -22.99148 -8.57894 0.1301
H -16.64494 -24.66007 -9.00591 0.1269
H -18.08882 -23.00124 -10.51728 0.0881
H -17.41671 -23.11952 -12.06884 0.0706
H -17.65777 -24.59595 -11.16727 0.0847
H -14.76243 -21.91777 -11.75808 0.0584
H -16.12103 -21.44671 -10.81969 0.0829
H -14.64458 -21.93669 -10.01844 0.0643
H -14.22811 -26.90434 -11.90896 0.0832
H -12.79985 -27.08122 -10.79803 0.0779
H -12.69532 -26.26429 -12.32260 0.0727
H -14.73945 -23.55211 -12.86908 0.0620
C -18.30870 -25.65024 -15.44637 -0.0135
C -17.60760 -25.54432 -16.85673 -0.4525
C -18.79461 -25.26972 -17.83609 -0.1349
C -19.21845 -23.80971 -17.87319 -0.2219
C -18.14449 -22.85919 -18.22613 -0.1525
C -16.96613 -22.91438 -17.22092 -0.4739
N -16.67061 -24.34163 -16.98642 -0.1188
O -15.64358 -24.53033 -16.14109 -0.0255
C -15.73342 -22.29354 -17.88954 -0.0263
C -17.39084 -22.08003 -15.97813 -0.0086
C -16.89124 -26.78755 -17.27860 -0.0413
H -19.06280 -26.43445 -15.49585 0.0839
H -18.77305 -24.75399 -15.03523 0.0710
H -17.44896 -25.82228 -14.79643 0.0702
H -18.56203 -25.61142 -18.84617 0.1115
H -19.70594 -25.84192 -17.65504 0.1123
H -19.72629 -23.43219 -16.98458 0.1099
H -19.96589 -23.62839 -18.64760 0.1174
H -18.73997 -21.96037 -18.05587 0.1156
H -17.96372 -22.87642 -19.30097 0.1256
H -15.42608 -22.69098 -18.85577 0.0875
H -15.81169 -21.20530 -17.87712 0.0816
H -14.91850 -22.39884 -17.17086 0.0571
H -16.68810 -22.21050 -15.15604 0.0656
H -17.79046 -21.08254 -16.15230 0.0890
H -18.21577 -22.71396 -15.64662 0.0597
H -16.74880 -26.94372 -18.34714 0.0870
H -17.45500 -27.65502 -16.92956 0.0849
H -15.96810 -26.96232 -16.72497 0.0819
H -16.00604 -24.53021 -15.24840 0.0713
C -10.13960 -23.41082 -17.15184 -0.1022
O -10.42352 -22.15373 -17.73677 -0.1755
C -9.69565 -21.13234 -17.05532 -0.2540
C -10.19143 -19.85255 -17.60267 -0.2233
N -9.81897 -19.69409 -19.02234 -0.0499
C -10.65300 -18.73227 -19.78220 -0.1584
C -10.00815 -17.33127 -20.12176 -0.2327
O -8.94304 -17.32345 -21.00149 -0.1736
C -7.68129 -17.75937 -20.52093 -0.0977
H -9.12619 -23.42892 -16.74861 0.0822
H -10.25394 -24.18699 -17.90799 0.0913
H -10.81754 -23.61810 -16.32240 0.0850
H -8.61462 -21.28230 -17.06927 0.1273
H -9.88317 -21.07893 -15.97992 0.1134
H -9.66240 -19.07147 -17.05258 0.1112
H -11.26387 -19.73405 -17.44006 0.1091
H -9.78979 -20.63257 -19.39440 0.1015
H -11.72087 -18.90295 -19.63380 0.1149
H -10.66508 -19.24078 -20.74964 0.1129
H -9.79314 -16.81125 -19.18485 0.0945
H -10.76199 -16.69703 -20.58977 0.1216
H -6.96303 -17.83951 -21.33607 0.0872
H -7.73090 -18.78769 -20.16005 0.0661
H -7.37251 -17.14216 -19.67621 0.0867
```

HOMO-LUMO gap, eV: 7.64
Charge: 0
Calculated total energy, eV: -84991.14974
SMILES string: CC1(C)CCCC(C)(C)N1O.CC1(C)CCCC(C)(C)N1O.COCCNCCOC.O=C1OCCO1.O=C1OCCO1.O=C1OCCO1.O=C1OCCO1.O=C1OCCO1
Energy above the lowest of the compared OMol25 structures with the same formula, charge and spin, kJ/mol: 0.0

Question: What is the calculated total energy in the second record?
Answer: -140717.31337 eV

Question: The highest energy above the lowest of the compared OMol25 structures with the same formula, charge and spin belongs to which entry?
Answer: C3H4N4

Question: Look up the charge of the second one.
Answer: -1

Question: The lowest HOMO-LUMO gap belongs to which entry?
Answer: C51H38CaN5O5P2S3